# 1
The following is a DFT calculation (the ωB97M-V functional and the def2-TZVPD basis) of a gas-phase ion, C2H7INO (charge +1) at a distorted geometry.

Last column: Löwdin charge in e.
Positions of all 12 atoms, in Å:
H1 -1.010769 -1.404321 0.181680  0.152
H2 -1.653831 0.238823 -1.668363  0.169
H3 1.332085 -1.122604 0.634968  0.087
N1 -0.682515 0.128938 -1.408649  0.226
H4 -1.332941 0.170824 0.644535  0.092
C1 0.744053 -0.208834 0.755824  -0.718
H5 -0.147915 -0.487491 -2.049645  0.191
H6 -0.299625 1.050265 -1.482141  0.147
C2 -0.569918 -0.372939 0.049239  -0.219
H7 1.959671 1.300560 1.040696  0.072
O1 1.419053 0.961145 0.352913  -0.063
I1 0.242653 -0.254368 2.948943  0.863

Forces on the atoms, in the same order (eV/Å):
1.0 0.8 -0.8
-0.4 -0.5 -0.3
0.3 0.3 0.1
0.9 -1.4 1.0
0.4 0.4 -0.9
0.9 -0.2 0.7
-0.6 0.4 0.2
0.8 0.9 0.1
-2.7 0.0 1.1
0.9 0.4 1.1
-1.9 -1.2 -1.1
0.3 0.0 -1.1

Results
F_max	2.94	eV/A
lowest unoccupied orbital energy	-0.1525	hartree
relative energy (zero: lowest compared OMol25 entry of this formula, charge and spin)	12.2	kcal per mole
HOMO level	-13.4979	eV
electronic energy	-13818.3202	eV
SMILES	[NH3+]C[C@@H](O)I
gap between HOMO and LUMO	9.35	eV
total charge	+1

# 2
The following is a DFT calculation (the ωB97M-V functional and the def2-TZVPD basis) of a molecular structure, C21H24F6N4O3S3Tl at a distorted geometry.

Last column: Löwdin charge in e.
Positions of all 62 atoms, in Å:
S1 1.027506 -0.207117 -3.859923  0.924
C1 -2.175945 -0.554350 4.172014  -0.268
H1 4.158247 -2.919399 -1.656185  0.100
O1 2.262463 2.388669 -2.536654  -0.105
H2 -2.760320 1.264976 -0.857786  0.062
H3 0.355039 1.154521 -5.710774  0.094
C2 -1.119576 1.680206 -4.253558  -0.464
C3 -2.725051 1.881364 3.686891  -0.030
H4 -1.278880 -3.032597 -2.996542  0.098
F1 2.492083 0.059541 1.324824  0.089
C4 2.137344 -2.559818 0.143266  -0.541
H5 -3.415757 2.684030 3.922188  0.118
C5 -2.983912 0.680662 4.223452  -0.014
H6 5.165033 -1.548885 -1.177784  0.106
C6 -2.733672 -1.764483 4.580271  0.002
F2 2.484388 -3.251829 1.225348  0.184
H7 -2.690259 -0.688273 -3.230659  0.070
C7 -1.591078 2.294152 2.840499  -0.189
F3 4.109832 -1.278194 1.874792  0.176
H8 -3.887731 0.580232 4.812371  0.112
C8 3.184804 -1.520673 -0.349929  -0.467
N1 -0.909177 -0.511831 3.745886  0.136
H9 -1.744975 0.703316 1.399050  0.121
H10 0.999967 2.051838 -4.336972  0.053
C9 4.431426 -2.270957 -0.827649  0.043
Tl1 0.938359 0.723121 -1.025786  0.948
S2 -1.338540 2.093484 -2.486847  0.885
H11 -3.633972 1.468357 -2.386798  0.092
C10 3.581534 -0.611670 0.844361  -0.556
H12 -1.865998 0.938539 -4.531077  0.072
N2 -0.679593 -2.840385 4.061550  0.092
C11 0.296714 1.274042 -4.628954  -0.493
H13 -1.340264 2.601408 -4.792433  0.088
H14 1.425350 3.236768 0.700274  0.088
H15 -3.569079 -0.872831 -1.714317  0.090
C12 -2.732154 1.062150 -1.929464  -0.497
H16 0.172612 -2.228779 -4.771949  0.092
H17 -1.168024 4.039164 4.008427  0.131
C13 0.555130 3.017657 1.300675  -0.116
F4 4.465284 0.309394 0.460139  0.170
C14 -1.197807 1.582898 1.711198  -0.089
H18 -2.297220 -3.872597 4.780250  0.114
N3 3.068163 2.680629 -1.674821  -0.200
C15 -0.223647 -1.644073 3.717022  -0.184
C16 0.211327 3.814513 2.373496  -0.010
F5 1.869413 -3.443996 -0.837537  0.144
F6 0.947598 -1.953588 0.425578  0.051
H19 -3.750741 -1.830984 4.940455  0.113
C17 -1.930738 -2.892709 4.496479  -0.113
N4 -0.155289 1.934675 0.973378  0.013
H20 4.844561 -2.869536 -0.017315  0.106
O2 2.907116 2.325773 -0.526594  -0.085
H21 -1.111922 -1.044484 -4.560069  0.066
H22 0.801145 -1.579846 3.366956  0.109
O3 2.615066 -0.783051 -1.349315  -0.238
H23 0.339990 -2.658893 -2.375117  0.064
C18 -0.882229 3.450250 3.146126  0.019
C19 -0.242882 -1.492531 -4.084149  -0.462
H24 0.795132 4.694773 2.599345  0.121
C20 -0.570378 -2.229403 -2.794092  -0.473
S3 -1.253670 -1.277397 -1.402470  0.901
C21 -2.682148 -0.435940 -2.173041  -0.464

Forces on the atoms, in the same order (eV/Å):
-0.2 0.3 0.2
0.0 -0.4 0.0
0.0 0.0 0.0
-1.1 -0.9 0.4
-0.1 0.1 0.0
0.0 0.0 0.0
-0.1 0.1 0.3
-0.2 -0.4 0.2
0.1 0.0 0.0
0.1 0.0 0.0
-0.1 -0.1 -0.1
-0.1 0.0 0.0
0.2 0.2 -0.2
0.0 0.0 0.1
0.0 0.1 0.0
0.0 0.1 -0.1
-0.1 0.0 0.0
0.1 0.0 0.0
-0.1 0.0 -0.1
0.0 0.1 0.0
-0.2 -0.2 0.7
0.0 0.4 -0.1
0.0 -0.1 0.1
0.0 0.0 -0.1
-0.2 0.1 -0.1
0.8 0.1 -0.6
0.3 -0.3 0.2
-0.1 0.0 0.1
0.2 0.1 0.0
0.0 0.0 0.0
0.3 -0.2 0.0
0.1 -0.4 0.0
-0.1 -0.1 -0.1
0.0 0.0 0.0
0.0 0.0 -0.1
0.3 0.2 -0.2
-0.1 0.0 -0.1
0.0 0.0 0.0
0.1 0.2 0.2
-0.1 -0.2 0.0
-0.2 -0.1 0.1
-0.1 0.0 0.0
1.5 1.2 -0.5
-0.2 0.1 0.0
-0.2 -0.1 0.0
0.0 0.1 0.1
0.1 -0.1 0.1
0.0 0.0 0.0
-0.1 0.1 0.0
0.6 -0.4 -0.8
0.1 0.0 0.0
-1.2 -0.9 0.3
-0.1 -0.1 0.0
0.0 -0.1 0.0
-0.9 0.8 0.0
-0.1 -0.1 0.0
0.1 0.0 0.0
0.3 0.3 0.0
0.0 0.0 0.0
0.0 0.1 0.2
0.0 0.4 0.0
0.3 -0.2 0.2

Results
F_max	1.97	eV/A
lowest unoccupied orbital energy	-0.1901	hartree
relative energy (zero: lowest compared OMol25 entry of this formula, charge and spin)	9.1	kcal per mole
HOMO level	-11.6770	eV
electronic energy	-87765.0132	eV
gap between HOMO and LUMO	6.50	eV
total charge	+1

# 3
The following is a DFT calculation (the ωB97M-V functional and the def2-TZVPD basis) of a molecular structure, C46H34BrOP2RuSSbSe4.

Last column: Löwdin charge in e.
Positions of all 91 atoms, in Å:
C1 -3.745826 -2.113481 1.786955  -0.076
H1 -3.932025 -3.862256 3.016327  0.101
C2 -4.425852 1.119595 -3.054945  -0.072
P1 0.515481 0.412060 1.518470  0.989
C3 2.481929 4.212070 -2.312330  -0.166
H2 0.628993 2.979787 2.902594  0.102
C4 2.884438 2.561549 -0.120706  -0.129
C5 2.601522 3.184564 3.708700  -0.078
H3 4.232073 4.088219 0.581692  0.101
C6 0.431511 -1.218904 2.384309  -0.309
C7 -0.577496 -1.504751 3.304508  -0.091
S1 -1.162148 1.862783 -0.780252  0.775
C8 3.324021 4.640695 -1.262452  -0.051
H4 2.206046 -2.010214 1.461928  -0.014
H5 3.319033 -0.303110 2.254713  0.082
C9 0.479290 -2.671127 -3.076072  -0.192
C10 1.446992 -2.158356 2.214660  -0.162
H6 1.200891 -1.874547 -2.973109  -0.004
C11 2.282644 5.024693 -3.455548  -0.040
Ru1 0.725112 0.394010 -0.835946  0.144
C12 -1.753442 1.878428 0.807838  -0.431
C13 -4.370713 -0.256182 -3.249534  -0.075
H7 -3.509235 3.032587 0.292667  0.101
H8 -5.227059 1.701595 -3.492886  0.102
C14 -2.547914 2.295259 3.475502  -0.106
C15 0.523011 -3.549873 3.939488  -0.087
C16 -3.028205 -1.487391 0.776363  -0.073
H9 -4.253650 3.333075 2.598326  0.091
H10 0.466607 2.904871 -5.362038  0.098
C17 -3.333136 -0.996502 -2.702317  -0.066
H11 3.803121 5.610348 -1.331980  0.105
C18 1.857716 2.935170 -2.221797  -0.233
Se1 6.451038 -2.073203 0.585387  -0.244
C19 1.591197 2.505230 3.041020  -0.085
C20 1.500799 -3.308340 2.988370  -0.086
H12 -3.286684 -2.062700 -2.883147  0.094
C21 -2.346356 -0.376823 -1.939874  -0.371
C22 -0.525549 -2.654286 4.079308  -0.092
H13 -0.758950 1.289434 4.020537  0.108
C23 -1.507235 -3.352885 0.707056  -0.110
C24 1.550180 4.591923 -4.522258  -0.086
C25 1.001523 3.293650 -4.506752  -0.127
H14 -2.414415 -3.829161 -1.758339  0.105
H15 0.119645 -5.617291 -4.697587  0.103
C26 4.093804 1.345626 3.331449  -0.070
Se2 2.114851 -4.265318 -0.523307  0.052
H16 -1.923553 -5.669241 -3.302917  0.101
C27 -1.914737 -2.112301 0.217140  -0.340
H17 -3.337262 -0.507150 0.435579  0.103
C28 1.172685 2.539992 -3.387852  -0.544
H18 -0.625305 -3.833899 0.298126  0.046
H19 1.679033 -3.689893 -4.519486  0.100
P2 -0.978637 -1.306515 -1.126299  0.999
Se3 4.922788 -2.686656 -3.212258  -0.220
C29 -2.237084 -3.979062 1.704473  -0.085
H20 1.408972 5.221725 -5.391141  0.098
H21 3.115084 1.957277 0.744448  0.052
H22 -3.420243 2.829616 -2.212673  0.109
O1 -1.137452 3.192773 -1.416733  -0.424
H23 -1.324579 -2.856652 4.782468  0.105
H24 2.741982 6.006538 -3.469715  0.107
C30 3.854483 2.610420 3.852636  -0.088
C31 -0.972388 1.321029 1.887513  -0.396
H25 -4.609347 -1.617789 2.212750  0.104
H26 -1.912929 -4.944322 2.073321  0.109
H27 -5.129415 -0.752873 -3.841158  0.100
C32 -1.385854 1.608482 3.196039  -0.161
C33 -1.252662 -4.820733 -3.252067  -0.077
H28 5.070042 0.884968 3.414121  0.108
C34 1.817885 1.234607 2.520578  -0.332
H29 -2.834830 2.487362 4.500246  0.084
Se4 2.701214 -0.884797 -0.822903  0.310
H30 2.406560 4.173789 4.104589  0.102
C35 -2.942682 2.596466 1.108023  -0.104
C36 -3.437011 1.752882 -2.321454  -0.070
C37 3.551605 3.803399 -0.212437  -0.069
H31 2.310085 -4.012655 2.838314  0.102
Br1 0.535805 0.742770 -3.423641  0.968
C38 -1.531082 -3.778018 -2.382646  -0.116
C39 -0.107510 -4.790279 -4.036658  -0.081
C40 1.973797 2.113467 -1.048850  -0.264
H32 0.564682 -4.443780 4.550156  0.101
C41 -0.667719 -2.685470 -2.285559  -0.374
C42 0.759113 -3.713214 -3.949277  -0.083
C43 -3.347230 2.776112 2.394480  -0.110
C44 -3.362967 -3.366986 2.238763  -0.095
C45 -2.414277 0.999118 -1.760618  -0.374
Sb1 4.789114 -3.016917 -0.855497  -0.110
H33 -1.422238 -0.842151 3.402933  0.089
H34 4.645239 3.146945 4.362623  0.099
C46 3.081255 0.661105 2.677494  -0.105

Forces on the atoms, in the same order (eV/Å):
0.0 0.0 0.0
0.0 0.0 0.0
0.0 -0.1 0.0
0.0 -0.1 -0.5
0.0 0.0 0.0
0.1 0.0 0.0
0.0 -0.1 0.1
0.0 0.0 0.0
0.0 0.0 0.0
0.0 0.0 0.1
0.1 0.1 0.0
0.5 -0.5 -0.2
0.0 -0.1 0.1
0.1 0.0 0.0
0.0 -0.1 0.0
0.0 -0.1 0.1
0.0 0.1 0.0
0.0 0.0 0.0
0.0 0.0 -0.1
-0.5 -0.1 0.1
0.0 -0.1 0.0
0.0 0.0 0.0
0.0 0.0 0.0
0.0 0.0 0.0
0.1 0.0 0.0
0.0 0.0 0.0
0.1 0.0 0.0
0.0 0.0 0.0
0.0 0.0 0.0
0.0 0.0 0.0
0.0 0.0 0.0
0.0 0.1 0.0
0.0 0.2 0.1
0.0 0.1 -0.1
0.0 0.0 -0.1
0.0 0.0 0.0
0.0 -0.1 0.0
0.0 0.0 0.0
0.0 -0.1 0.0
0.0 0.0 0.0
0.0 0.0 0.0
0.0 0.0 0.1
0.0 0.0 0.0
0.0 0.0 0.0
0.0 -0.1 0.0
0.1 0.1 0.0
0.0 0.0 0.0
0.0 0.0 0.1
0.0 0.0 0.0
-0.1 0.0 -0.1
0.0 0.0 0.0
0.0 0.0 0.0
0.1 0.3 0.0
-0.1 0.1 -0.2
0.0 0.0 0.0
0.0 0.0 0.0
0.0 0.1 -0.2
0.0 0.0 0.0
0.0 0.2 0.0
0.0 0.0 0.0
0.0 0.0 0.0
0.0 0.0 0.0
0.0 0.0 0.0
0.0 0.0 0.0
0.0 0.0 0.0
0.0 0.0 0.0
-0.1 -0.1 0.0
0.0 0.0 0.0
0.0 0.0 0.0
0.0 -0.1 0.1
0.0 0.0 0.0
-0.3 0.6 0.1
0.0 0.0 0.0
-0.1 0.1 0.0
0.0 0.0 -0.1
0.0 0.0 -0.1
0.0 0.0 0.0
0.1 0.0 0.2
0.0 0.0 0.0
0.0 0.0 0.0
0.1 0.0 0.1
0.0 0.0 0.0
0.1 0.0 0.0
0.0 0.0 0.0
0.0 0.1 0.0
0.0 0.0 0.0
0.0 0.1 0.2
0.1 -0.6 0.1
0.0 0.1 0.0
0.0 0.0 0.0
0.0 0.0 0.1

Results
F_max	0.78	eV/A
lowest unoccupied orbital energy (spin up / spin down)	0.0628 / 0.0190	hartree
2S+1	6
relative energy (zero: lowest compared OMol25 entry of this formula, charge and spin)	0.0	kcal per mole
HOMO level (spin up / spin down)	-2.7536 / -5.0392	eV
electronic energy	-420262.8256	eV
⟨S²⟩	8.8033
gap between HOMO and LUMO (spin up / spin down)	4.46 / 5.56	eV
total charge	-1